(1)
Here is a gas-phase ion, C11H16NO3 (charge +1) from the OMol25 dataset. Energies are from ωB97M-V/def2-TZVPD.

The geometry in XYZ format:
```
31
Properties=species:S:1:pos:R:3:forces:R:3
C 3.80996 -0.72197 0.56282 1.2 -1.6 -0.7
C 3.44174 -0.45115 -0.78758 0.5 -0.4 0.8
C 3.00924 -0.51524 1.68696 0.6 -0.3 -0.5
C 2.16449 0.03004 -0.95047 1.4 0.7 1.5
C 1.74320 -0.08511 1.43661 1.1 0.5 -1.8
C -0.64822 0.38492 -1.33438 1.0 -0.7 1.2
C -1.06068 -0.93418 -0.79266 -2.2 -2.9 -1.1
C -1.31905 -0.73856 0.69080 0.2 -0.6 0.3
C 0.07501 0.94122 -0.06080 0.1 0.0 0.5
C 0.33141 2.46797 0.01378 -2.8 -2.1 1.4
C -2.74728 -0.88585 1.18141 0.0 -1.3 -1.4
N 1.43341 0.23292 0.16847 -1.5 0.3 -1.5
O -0.68245 0.49510 1.06007 -0.9 1.3 -1.6
O -0.02002 -1.88598 -1.07592 0.4 0.0 0.4
O -3.65410 -0.26016 0.33573 -0.7 -1.1 -1.4
H 4.72240 -1.32984 0.72754 -0.2 1.0 -0.1
H 4.14344 -0.59969 -1.65134 -0.9 0.0 1.1
H 3.35811 -0.70699 2.70049 -0.1 -0.2 -0.4
H 1.80976 0.43834 -1.87431 -0.3 -0.2 -0.2
H 0.96668 0.07272 2.10874 -0.9 0.3 1.3
H -0.09892 0.20577 -2.25610 0.1 0.5 0.2
H -1.50877 0.95991 -1.53247 -0.9 1.0 -0.2
H -1.95783 -1.45872 -1.24962 0.5 1.5 0.3
H -0.74361 -1.49918 1.14524 0.7 -1.1 0.9
H 1.29383 2.63804 -0.35038 1.3 0.9 -1.0
H 0.31590 2.63256 1.12367 -0.1 0.6 -1.1
H -0.55175 2.88171 -0.55338 1.4 0.4 0.8
H -2.90186 -0.47034 2.10997 0.4 0.9 2.6
H -3.05323 -1.96597 1.30610 0.6 1.0 -0.5
H -0.40438 -2.77326 -1.05685 0.2 0.3 0.0
H -3.64988 0.65782 0.51179 -0.2 1.5 0.3
```
Positions in Å, forces in eV/Å.

E_tot (a.u.): -708.945654
Structure (SMILES): C[C@]1([n+]2ccccc2)C[C@@H](O)[C@H](CO)O1
Energy relative to the best compared isomer or geometry (same formula, charge and spin) (kcal per mole): 31.2
Gap between HOMO and LUMO (Eh): 0.3489
Net charge: +1

***

(2)
Here is C11H16O3S in the gas phase from the OMol25 dataset. Energies are from ωB97M-V/def2-TZVPD.

The geometry in XYZ format:
```
31
Properties=species:S:1:pos:R:3:forces:R:3
C 1.99255 1.24429 0.94317 -1.1 -1.5 -0.7
C 3.38955 0.71773 1.28260 0.0 -0.2 0.4
C 2.51002 1.74585 -0.40699 -0.1 0.5 -0.4
C 3.83573 1.00923 -0.15818 0.3 0.0 -0.1
C -1.95440 0.67171 1.25100 -0.3 -0.2 0.1
C -1.91050 -1.48447 -0.03810 -0.3 -0.1 -0.1
C -2.73055 -0.20838 0.25679 0.1 -0.3 0.6
C -0.79585 -0.90767 -0.94730 -1.1 0.2 -0.4
C -1.22375 0.58400 -1.00113 0.5 -0.1 -0.3
C -0.77081 1.08280 0.37865 0.6 0.0 -0.4
C -2.74477 -2.54726 -0.73893 0.1 0.2 0.1
O 0.50875 -0.56308 2.07719 0.1 -1.0 0.3
O -2.62405 0.53550 -0.95008 -0.3 0.1 -0.3
O 0.49038 -1.00917 -0.43707 1.4 0.4 0.9
S 0.73687 0.11743 0.83063 -0.1 2.0 0.3
H 3.87431 1.35404 2.02269 0.0 0.0 0.0
H 3.44623 -0.31450 1.61821 0.1 0.0 0.1
H 1.94554 1.43657 -1.28627 0.0 0.1 -0.1
H 2.61430 2.83101 -0.41932 0.0 0.1 -0.1
H 4.73890 1.60764 -0.26477 0.0 0.0 -0.1
H 3.92950 0.10633 -0.75850 0.0 0.0 0.0
H -2.55072 1.53525 1.54401 0.1 0.0 0.0
H -1.62807 0.13207 2.13803 -0.1 0.0 0.1
H -1.46221 -1.88961 0.87064 0.0 0.0 0.0
H -3.77604 -0.37938 0.50088 0.0 0.0 0.0
H -0.79456 -1.37025 -1.93903 0.0 0.0 0.1
H -0.87659 1.15005 -1.86212 0.0 0.0 0.0
H -0.49129 2.12912 0.43127 0.0 0.0 0.0
H -3.22641 -2.12290 -1.61763 -0.1 0.0 -0.1
H -3.51363 -2.92492 -0.06877 -0.1 -0.1 0.0
H -2.11624 -3.37901 -1.04784 0.0 -0.1 -0.1
```
Positions in Å, forces in eV/Å.

E_tot (a.u.): -1052.516087
Structure (SMILES): C[C@H]1[C@@H]2O[S@@](=O)(=C3CCC3)[C@@H]3C[C@H]1O[C@H]23
Energy relative to the best compared isomer or geometry (same formula, charge and spin) (kcal per mole): 101.9
Gap between HOMO and LUMO (Eh): 0.3207

***

(3)
Here is C11H16O3S in the gas phase from the OMol25 dataset. Energies are from ωB97M-V/def2-TZVPD.

The geometry in XYZ format:
```
31
Properties=species:S:1:pos:R:3:forces:R:3
C 0.96619 -0.75480 0.98283 0.6 0.0 1.2
C 1.49168 0.44501 1.26878 -0.3 0.0 0.7
C -2.42150 0.17378 -1.08067 2.0 1.0 -0.2
C 0.10870 -0.23607 -1.82957 0.3 -0.2 -1.2
C -0.45131 -0.79021 0.62144 -1.2 -1.0 -2.1
C 0.60499 1.61798 1.33205 -3.3 -1.0 0.2
C -0.67105 0.14369 -0.60374 -2.7 -0.9 0.5
C 1.63118 -2.08141 0.98387 2.1 0.2 1.1
C 2.92189 0.70508 1.69267 -1.3 0.4 -3.7
C -3.36765 -0.70577 -0.30274 -2.0 1.6 0.2
C 0.08129 0.72256 -3.00411 4.7 1.6 2.6
O -2.70293 0.92017 -1.97994 -0.1 -1.2 0.9
O 0.64577 -1.32292 -1.96235 -0.3 0.4 0.7
O -1.86072 2.21934 0.47358 -0.4 0.1 0.6
S -0.54273 1.88853 -0.10662 0.9 0.2 -0.6
H -0.90355 -1.83348 0.45172 1.0 1.4 0.0
H -1.00993 -0.38748 1.41414 -1.1 0.7 1.2
H -0.24844 1.67303 2.10527 1.4 -0.6 -0.6
H 1.17727 2.46087 1.46490 1.1 2.3 0.1
H 1.62151 -2.25199 -0.06919 1.0 -0.8 -1.0
H 1.03100 -2.90947 1.36823 -0.1 0.4 0.4
H 2.68231 -2.08362 1.50819 -2.0 -0.2 -1.3
H 3.28652 1.72265 1.42746 -0.2 -0.9 0.2
H 3.36708 -0.08490 1.14160 1.7 -0.2 -0.5
H 3.02980 0.45938 2.65996 0.6 -0.3 3.7
H -3.38361 -0.51320 0.80347 0.3 0.2 -1.1
H -3.09905 -1.72573 -0.39983 0.2 -1.1 -0.4
H -4.44245 -0.51495 -0.71334 2.0 -0.4 0.7
H 0.55094 0.24058 -3.82310 -0.1 -0.3 -1.0
H 0.76123 1.70982 -2.74866 -1.5 -2.4 -0.4
H -0.85441 1.09352 -3.07632 -3.0 1.1 -0.9
```
Positions in Å, forces in eV/Å.

E_tot (a.u.): -1052.536484
Energy relative to the best compared isomer or geometry (same formula, charge and spin) (kcal per mole): 89.1
Gap between HOMO and LUMO (Eh): 0.3420

***

(4)
Here is C11H17B in the gas phase from the OMol25 dataset. Energies are from ωB97M-V/def2-TZVPD.

The geometry in XYZ format:
```
29
Properties=species:S:1:pos:R:3:forces:R:3
B -0.75396 -0.25030 0.35332 0.6 -2.6 0.8
C 2.83478 -0.74999 -2.18398 0.8 -0.8 0.3
C 1.60241 -1.14588 -2.55173 -2.3 -1.6 -2.7
C 2.95909 -0.06447 -0.99928 0.0 -0.6 0.2
C 0.48277 -1.04861 -1.75017 0.3 1.0 0.4
C 1.85311 0.11372 -0.19021 -1.2 0.4 -0.2
C 0.58740 -0.44796 -0.48972 0.1 1.3 -0.3
C -0.75482 -1.67901 2.65649 -2.2 2.4 0.7
C -0.82438 2.28613 1.30036 -2.2 -1.1 -0.1
C -1.54583 1.77424 -1.02240 -1.8 -1.1 0.0
C -1.02491 -1.91007 1.15697 -0.5 1.9 -1.3
C -1.52871 1.15710 0.41508 -1.9 -1.2 0.2
H 3.62045 -1.17190 -2.78304 0.7 0.7 -0.1
H 1.43027 -1.59816 -3.58438 0.4 0.6 1.4
H 3.92816 0.21916 -0.67732 0.7 0.7 0.3
H -0.47437 -1.16351 -2.21463 -0.6 -0.8 0.1
H 1.88021 0.89642 0.54578 0.3 -0.2 0.9
H -1.51247 -0.93525 3.20966 1.3 -0.7 -1.9
H -1.12145 -2.48894 3.25256 1.2 -1.3 0.4
H 0.22528 -1.21136 2.83309 -0.1 -0.9 0.4
H -0.37254 1.92367 2.23614 -0.3 0.2 -0.3
H -1.69011 2.99544 1.49117 1.5 -0.4 0.0
H -0.07411 2.67829 0.63498 0.4 0.6 0.2
H -0.55338 1.85570 -1.39742 0.9 -0.2 -0.5
H -2.22532 1.22763 -1.77181 1.1 0.7 1.1
H -1.89172 2.79145 -0.92684 -0.5 0.4 -0.1
H -0.28755 -2.66146 0.69479 -1.0 1.2 0.7
H -2.07443 -2.32328 1.02731 1.2 0.6 0.0
H -2.69384 0.93118 0.73520 2.9 0.8 -0.5
```
Positions in Å, forces in eV/Å.

E_tot (a.u.): -454.097941
Structure (SMILES): CCB(c1ccccc1)C(C)C
Energy relative to the best compared isomer or geometry (same formula, charge and spin) (kcal per mole): 0.0
Gap between HOMO and LUMO (Eh): 0.3469